# 1
The following is a DFT calculation (ωB97M-V with the def2-TZVPD basis set) of a molecular structure, C16H15ClIrN4O3S.

Cartesian coordinates (Å):
H 3.030 -2.445 3.188
C -1.016 -2.345 -1.422
O 0.143 -0.182 -1.558
H 3.438 -1.958 -2.394
C -2.038 0.605 -0.714
H 2.364 -0.862 -3.268
C -0.932 -3.731 -1.466
C -0.569 3.301 -0.357
N 0.348 0.769 2.486
C -1.739 3.692 2.080
H -1.575 -0.060 -2.731
C -1.096 0.471 -1.911
C -2.047 4.549 1.034
N 0.924 -0.058 3.411
H -0.822 1.463 -2.260
C 0.292 -4.328 -1.701
N -0.302 2.445 0.628
C 2.547 -1.340 -2.303
C -1.433 4.369 -0.191
H -1.814 -4.336 -1.313
C 1.362 -2.178 -1.911
S 2.027 -0.998 1.092
H -2.747 5.359 1.183
H 2.291 -1.765 4.605
O -3.136 1.074 -0.819
Ir 0.450 0.475 0.546
H -2.171 3.822 3.063
C 1.730 -0.911 2.853
Cl 0.412 -6.053 -1.736
N 2.399 -1.783 3.603
C -0.397 1.733 2.884
H -0.579 1.873 3.942
H 2.760 -0.536 -1.598
H -0.055 3.131 -1.293
H -1.628 5.029 -1.023
C -0.861 2.653 1.851
C 0.131 -1.602 -1.611
C 1.427 -3.564 -1.931
O -1.517 0.164 0.427
H -1.971 -1.889 -1.211
H 2.365 -4.054 -2.154

Values from the calculation:
- frontier orbital gap (eV) = 6.77
- total charge = +1
- energy above the lowest of the compared OMol25 structures with the same formula, charge and spin (eV) = 0.2717
- max |F| (Eh/bohr) = 0.0134

---

# 2
The following is a DFT calculation (ωB97M-V with the def2-TZVPD basis set) of C18H16N2O3S in the gas phase at a distorted geometry.

Cartesian coordinates (Å):
C 1.819 -0.926 -0.436
H -6.249 0.305 -0.873
H -2.394 -2.645 -1.029
O 5.204 1.394 -0.501
C 2.754 -0.935 0.611
N 0.702 -1.750 -0.286
C -0.783 2.923 0.710
C 4.035 0.690 -0.640
O -0.561 -1.306 -2.141
H -0.671 3.297 -0.310
C -1.044 0.485 1.140
H -5.628 2.656 -1.126
H 1.269 -0.132 -2.335
C -1.997 -0.479 0.960
H 0.651 -2.240 0.600
C -4.395 -0.292 -0.015
H 2.621 -1.556 1.482
S -1.800 -2.201 1.281
C 3.122 0.706 -1.665
H 0.206 2.757 1.133
H 3.265 1.332 -2.530
C 2.005 -0.118 -1.551
C -3.138 0.153 0.388
N -1.514 1.688 0.714
H -3.411 3.473 -0.419
H 5.884 1.860 1.387
C -3.678 2.434 -0.304
H -1.303 3.678 1.305
O 4.894 0.053 1.348
H -1.157 -3.767 -0.399
C -0.404 -1.847 -1.071
C 5.757 0.985 0.730
C -4.914 1.968 -0.697
C -2.788 1.516 0.241
H -0.057 0.393 1.553
C -1.476 -2.726 -0.447
C -5.269 0.624 -0.553
C 3.850 -0.122 0.480
H 6.740 0.517 0.557
H -4.671 -1.330 0.102

Values from the calculation:
- frontier orbital gap (eV) = 8.41
- energy above the lowest of the compared OMol25 structures with the same formula, charge and spin (eV) = 1.7525
- max |F| (Eh/bohr) = 0.0245

---

# 3
The following is a DFT calculation (ωB97M-V with the def2-TZVPD basis set) of 16 unconnected molecules or ions with the total composition C39H106N4O16 at a distorted geometry.

Cartesian coordinates (Å):
H 4.313 2.369 13.440
H 3.764 10.072 19.122
H 1.224 5.403 15.323
O -2.920 5.109 12.937
H 6.226 9.241 15.138
C 3.763 8.422 20.534
O 3.485 11.201 16.104
C 3.310 8.989 21.931
H 3.787 6.602 8.910
H 6.191 5.480 13.331
H 6.284 6.819 14.361
H -1.305 4.003 17.179
H 1.538 9.267 20.546
O -0.488 9.032 11.312
H 5.995 2.182 15.234
H 7.206 -0.002 10.419
C 4.498 9.562 19.744
H 7.853 -1.010 14.487
H -2.347 0.511 11.149
H 8.896 8.155 14.355
H 1.108 2.582 12.944
H -1.986 5.917 15.498
C -3.781 -1.911 12.971
H 1.819 3.004 15.586
C 2.032 6.708 19.725
H -1.029 6.991 11.556
O 4.981 2.259 12.759
H -0.492 9.844 11.823
H 5.238 5.358 16.364
H -2.470 4.933 16.915
H -3.638 -3.580 14.471
H 5.965 -1.978 10.880
C 0.917 6.456 20.728
H 3.111 2.485 14.546
H 8.670 0.879 13.879
H -2.011 -0.902 15.217
H 0.763 -0.958 12.671
H 5.937 6.210 10.200
H 6.145 -1.316 14.581
C 2.313 4.248 13.811
O -2.565 -0.433 14.589
O 3.194 5.806 12.278
H 6.202 8.307 10.495
H 7.512 9.024 15.907
H 3.056 -0.353 11.597
C -1.192 -1.970 11.354
H 4.149 11.488 13.987
C 6.926 -0.950 13.915
H 7.063 0.847 15.812
H -0.663 0.988 11.636
H 5.366 6.877 12.777
H 3.731 5.490 19.063
H 4.816 -1.884 12.206
H -2.104 1.163 12.683
C 3.103 5.590 19.949
H 4.226 7.476 15.809
H 5.274 0.808 15.554
H -2.270 4.417 12.813
C 3.568 7.074 15.038
O 4.768 4.286 10.825
H 3.011 10.028 21.788
C -4.398 -2.914 14.062
O 1.096 9.462 16.387
H 2.999 4.674 16.650
C 6.239 1.122 15.155
N 2.565 8.058 19.678
H 3.363 7.755 14.212
H 5.367 9.204 19.191
H 2.561 2.948 12.024
H 7.819 -1.368 12.010
H 10.106 9.048 14.179
H 2.888 10.554 16.487
H 3.613 0.996 10.557
H 0.038 7.014 20.403
H -4.782 -0.095 13.559
H 0.155 4.495 14.371
H 5.295 7.453 21.646
H -0.486 -1.624 10.599
O 2.104 8.442 11.670
C 6.525 0.578 13.683
H 3.548 5.866 22.131
N 5.313 0.804 12.852
O 7.152 9.481 15.146
H 5.436 4.132 15.112
H -3.296 -3.885 11.930
O 2.945 6.155 8.996
H -2.281 8.176 11.977
H 0.585 5.420 20.794
H 7.991 2.381 13.353
C -0.068 -1.093 13.363
N 3.513 5.062 13.420
H -2.392 -3.108 9.875
C 6.327 0.637 10.505
H 0.444 8.818 16.111
H 4.816 5.200 21.325
C 4.032 5.939 21.157
H 1.212 8.536 11.334
H 1.046 5.805 13.587
H 2.455 9.333 11.670
H 0.720 7.217 17.981
H 4.124 8.983 22.655
H -4.400 -2.809 11.201
H 2.772 10.554 14.404
C 5.717 -1.433 11.791
H 5.244 3.591 11.280
H 2.662 6.503 12.668
H 0.072 -2.128 13.675
H 2.956 5.790 9.881
H -0.833 7.930 13.017
C 6.955 -1.712 12.578
C 3.893 0.055 11.031
H 0.127 -0.453 14.224
H -2.971 -1.408 10.185
C -3.453 -2.824 11.739
O 6.415 6.554 9.442
C -4.700 -0.692 12.651
C -1.404 -0.957 12.518
H 2.406 8.522 22.322
C 4.675 7.276 20.767
C -1.604 0.534 11.947
H 7.881 7.565 10.438
O -1.762 4.463 16.475
H -4.453 -0.079 11.785
H -5.682 -1.137 12.488
H -5.237 -3.505 13.693
H 4.468 4.868 11.524
C 5.591 6.318 13.686
H 6.669 1.631 10.794
H 1.107 3.941 12.007
C 1.786 3.385 12.653
C 4.728 4.830 15.558
H 2.320 6.575 17.514
O 1.622 8.981 19.633
H 1.086 6.615 21.793
O 9.673 8.278 13.809
C 1.120 4.999 14.317
N -2.498 -1.342 13.502
C 4.342 5.819 14.421
H -2.273 6.231 14.045
H 1.006 5.591 18.303
H -4.521 -2.253 14.920
H 1.287 9.235 17.297
C -2.468 -2.287 10.588
H 5.868 0.628 9.517
C 3.646 3.971 16.126
H 4.254 9.840 14.875
C 5.290 0.040 11.570
C 6.971 7.822 9.895
C 1.530 6.546 18.265
H -3.322 5.217 12.075
O -2.114 6.647 14.892
H 5.449 7.085 20.024
C 2.709 3.356 15.065
H 2.716 4.609 20.224
H 4.832 10.295 20.479
H -0.727 -2.878 11.739
H 3.778 -0.554 10.135
C 3.772 10.810 14.753
C -1.210 7.972 11.995
H 7.178 -2.767 12.736
C 7.858 1.301 13.288
H 2.603 6.995 15.539
H 7.302 8.530 9.134
H 4.181 3.257 16.752
H 8.216 1.089 12.280

Values from the calculation:
- frontier orbital gap (eV) = 8.17
- energy above the lowest of the compared OMol25 structures with the same formula, charge and spin (eV) = 6.3346
- max |F| (Eh/bohr) = 0.1135

---

The records above yield LUMO values of -0.1785, 0.0206, -0.0019 hartree, respectively.